(1)
The following is a quantum chemistry calculation of a gas-phase ion, CH6NO3P2 (charge -1) at a distorted geometry, from OMol25.

Results
Energy relative to the best compared isomer or geometry (same formula, charge and spin) = 0.2801 eV
Net charge = -1
Spin multiplicity = 3

Each line ends with the natural charge from an NBO analysis.
Atoms and positions in Å:
P: 0.058 1.313 0.277  2.27
P: -0.630 -1.409 1.154  1.18
O: -1.485 1.491 0.532  -1.06
O: 0.791 2.578 0.411  -1.12
O: -2.071 -0.914 1.194  -1.06
N: 0.356 0.143 1.469  -1.34
C: 0.387 0.551 -1.395  -1.06
H: -0.262 -0.195 -1.631  0.22
H: -1.835 0.513 0.914  0.52
H: 0.254 1.319 -2.142  0.23
H: 1.318 -0.135 -1.294  0.22
H: -0.401 -1.859 2.379  -0.10
H: 1.507 -0.297 1.234  0.10


(2)
The following is a quantum chemistry calculation of 3 unconnected molecules or ions with the total composition CH6NO4 at a distorted geometry, from OMol25.

Results
Energy relative to the best compared isomer or geometry (same formula, charge and spin) = 0.9508 eV
Net charge = -1
Spin multiplicity = 1

Each line ends with the natural charge from an NBO analysis.
Atoms and positions in Å:
O: 2.456 0.852 -0.360  -1.03
O: -0.079 0.409 -0.839  -0.84
O: -0.579 -1.714 -1.468  -0.74
O: 1.065 0.337 2.573  -0.95
N: -2.191 -0.375 -0.849  -0.95
C: -0.813 -0.580 -1.121  0.88
H: 0.184 0.507 2.731  0.45
H: 2.886 0.001 -0.390  0.45
H: -2.849 -1.065 -0.421  0.36
H: -2.720 0.534 -0.796  0.35
H: 1.129 0.421 1.648  0.50
H: 1.509 0.673 -0.706  0.52


(3)
The following is a quantum chemistry calculation of 2 unconnected molecules or ions with the total composition CH6NOPS2 at a distorted geometry, from OMol25.

Results
Energy relative to the best compared isomer or geometry (same formula, charge and spin) = 2.1145 eV
SMILES = OP(S)S.C=N
Spin multiplicity = 1

Each line ends with the natural charge from an NBO analysis.
Atoms and positions in Å:
S: -2.667 2.214 -0.455  -0.30
S: 0.497 2.616 -0.273  -0.35
P: -0.932 1.161 -0.820  0.86
O: -0.939 0.379 0.599  -1.03
N: 0.761 -1.827 0.548  -0.64
C: 1.836 -1.986 -0.086  0.01
H: 0.199 -2.517 0.850  0.35
H: -3.323 1.728 -1.472  0.13
H: 0.199 2.423 0.995  0.14
H: -0.244 -0.185 0.800  0.51
H: 2.148 -1.118 -0.501  0.16
H: 2.464 -2.887 -0.186  0.15


(4)
The following is a quantum chemistry calculation of a single CH6NOPS2 molecule at a distorted geometry, from OMol25.

Results
Energy relative to the best compared isomer or geometry (same formula, charge and spin) = 0.5463 eV
SMILES = CN[P@@](O)(=S)S
Spin multiplicity = 1

Each line ends with the natural charge from an NBO analysis.
Atoms and positions in Å:
S: 2.118 1.995 -0.068  -0.50
S: 2.691 -1.485 0.493  -0.30
P: 1.503 0.176 -0.257  1.52
O: 0.950 -0.307 -1.711  -0.99
N: 0.105 -0.239 0.677  -0.94
C: -1.024 0.583 0.167  -0.45
H: -1.631 0.025 -0.672  0.21
H: 0.284 0.029 1.563  0.37
H: -1.728 0.790 1.030  0.21
H: -0.666 1.584 -0.165  0.21
H: 0.686 -1.277 -1.757  0.52
H: 2.718 -1.074 1.745  0.15


(5)
The following is a quantum chemistry calculation of a single CH6NP molecule at a distorted geometry, from OMol25.

Results
Energy relative to the best compared isomer or geometry (same formula, charge and spin) = 0.5090 eV
SMILES = CPN
Spin multiplicity = 1

Each line ends with the natural charge from an NBO analysis.
Atoms and positions in Å:
P: 0.772 -0.771 -0.258  0.74
N: 1.543 0.760 0.003  -1.11
C: -1.062 -0.346 -0.290  -0.95
H: -1.433 0.162 -1.190  0.22
H: -1.107 0.289 0.557  0.21
H: -1.616 -1.299 -0.113  0.24
H: 0.559 -1.272 1.305  -0.07
H: 1.176 1.184 0.796  0.36
H: 1.169 1.293 -0.810  0.37


(6)
The following is a quantum chemistry calculation of 2 unconnected molecules or ions with the total composition CH6NPS at a distorted geometry, from OMol25.

Results
Energy relative to the best compared isomer or geometry (same formula, charge and spin) = 3.2154 eV
SMILES = N#[PH]S.C
Spin multiplicity = 1

Each line ends with the natural charge from an NBO analysis.
Atoms and positions in Å:
S: 0.139 -0.662 -1.981  -0.33
P: 1.707 0.706 -1.664  1.10
N: 1.990 1.270 -0.338  -0.98
C: -1.120 -0.368 1.522  -0.86
H: 2.429 0.849 -2.964  -0.01
H: -0.364 0.312 1.142  0.24
H: -0.474 -0.570 -0.733  0.21
H: -1.519 -1.114 0.877  0.20
H: -0.850 -0.744 2.408  0.22
H: -1.937 0.320 1.730  0.22


(7)
The following is a quantum chemistry calculation of 3 unconnected molecules or ions with the total composition CH6NPS at a distorted geometry, from OMol25.

Results
Energy relative to the best compared isomer or geometry (same formula, charge and spin) = 5.2913 eV
Spin multiplicity = 1

Each line ends with the natural charge from an NBO analysis.
Atoms and positions in Å:
S: 0.675 0.197 0.185  0.61
P: 0.586 0.344 2.352  -0.07
N: -0.819 0.649 -0.470  -1.03
C: 0.001 -1.211 1.148  -0.79
H: 0.967 0.566 -2.105  0.04
H: -1.079 -1.234 1.133  0.23
H: -0.640 1.379 -1.114  0.40
H: 0.674 -1.984 1.421  0.25
H: -1.301 -0.196 -0.601  0.40
H: 0.937 1.490 -1.950  -0.03


(8)
The following is a quantum chemistry calculation of 2 unconnected molecules or ions with the total composition CH6NS at a distorted geometry, from OMol25.

Results
Energy relative to the best compared isomer or geometry (same formula, charge and spin) = 0.9601 eV
Net charge = -1
Spin multiplicity = 1

Each line ends with the natural charge from an NBO analysis.
Atoms and positions in Å:
S: 1.112 0.255 -0.858  -0.70
N: -1.516 -1.812 -0.431  -1.12
C: 0.957 1.345 0.581  -0.77
H: -1.026 -0.834 -0.194  0.39
H: -1.720 -1.711 -1.451  0.34
H: 1.897 1.268 1.297  0.17
H: 0.918 2.426 0.065  0.18
H: 0.049 1.282 1.311  0.16
H: -0.671 -2.218 -0.321  0.35


(9)
The following is a quantum chemistry calculation of 2 unconnected molecules or ions with the total composition CH6NS at a distorted geometry, from OMol25.

Results
Energy relative to the best compared isomer or geometry (same formula, charge and spin) = 0.1727 eV
Net charge = -1
Spin multiplicity = 1

Each line ends with the natural charge from an NBO analysis.
Atoms and positions in Å:
S: 2.802 0.071 -0.562  -1.05
N: -0.351 -0.436 0.835  -0.90
C: -1.231 0.494 0.148  -0.41
H: -2.089 0.019 -0.336  0.16
H: -1.672 1.172 0.894  0.16
H: -0.379 -1.415 0.565  0.34
H: 3.013 -0.813 -1.510  0.08
H: 0.616 -0.247 0.508  0.42
H: -0.708 1.154 -0.542  0.19


(10)
The following is a quantum chemistry calculation of a molecular structure, CH6Na6O6 at a distorted geometry, from OMol25.

Results
Energy relative to the best compared isomer or geometry (same formula, charge and spin) = 1.8282 eV
Net charge = +4
Spin multiplicity = 1

Each line ends with the natural charge from an NBO analysis.
Atoms and positions in Å:
Na: -0.801 1.950 -2.762  0.99
Na: 1.440 -1.350 -3.023  1.00
Na: -3.409 -1.872 1.463  0.99
Na: -2.799 -1.554 -1.962  0.98
Na: 0.092 -1.614 2.290  0.98
Na: -0.579 -3.482 -0.006  0.99
O: 1.712 1.916 -1.709  -0.98
O: -0.390 -0.168 -1.605  -0.99
O: -1.517 -1.122 0.170  -1.10
O: 3.356 0.193 0.916  -0.91
O: 0.382 -0.003 0.479  -0.78
O: -1.892 1.115 2.429  -0.94
C: -0.486 -0.431 -0.313  0.93
H: 1.212 1.332 -1.122  0.46
H: -1.373 0.848 1.663  0.45
H: 1.812 2.739 -1.207  0.52
H: -2.576 1.704 2.085  0.50
H: 3.365 -0.482 1.601  0.46
H: 2.449 0.282 0.614  0.45


(11)
The following is a quantum chemistry calculation of 2 unconnected molecules or ions with the total composition CH6O at a distorted geometry, from OMol25.

Results
Energy relative to the best compared isomer or geometry (same formula, charge and spin) = 0.2404 eV
SMILES = C.O
Spin multiplicity = 1

Each line ends with the natural charge from an NBO analysis.
Atoms and positions in Å:
O: -1.935 -0.034 -0.104  -0.93
C: 1.431 -0.049 -0.038  -0.87
H: 1.747 -0.597 -0.899  0.21
H: -2.601 -0.689 0.246  0.47
H: 1.706 1.029 -0.122  0.20
H: 1.721 -0.343 0.998  0.21
H: -2.430 0.754 0.093  0.46
H: 0.361 -0.071 -0.173  0.24


(12)
The following is a quantum chemistry calculation of 2 unconnected molecules or ions with the total composition CH6O2 at a distorted geometry, from OMol25.

Results
Energy relative to the best compared isomer or geometry (same formula, charge and spin) = 1.8527 eV
SMILES = CO.O
Spin multiplicity = 1

Each line ends with the natural charge from an NBO analysis.
Atoms and positions in Å:
O: -0.630 -0.069 -0.746  -0.77
O: 0.199 -1.659 1.484  -0.98
C: 0.248 1.067 -0.419  -0.31
H: -1.665 0.086 -0.661  0.49
H: 0.156 1.664 -1.356  0.21
H: 0.082 1.454 0.682  0.20
H: 0.067 -2.494 0.760  0.47
H: 1.269 0.672 -0.588  0.20
H: 0.274 -0.721 0.844  0.49


(13)
The following is a quantum chemistry calculation of 2 unconnected molecules or ions with the total composition CH6O2P2 at a distorted geometry, from OMol25.

Results
Energy relative to the best compared isomer or geometry (same formula, charge and spin) = 1.2277 eV
SMILES = O[PH]#[PH2].C=O
Spin multiplicity = 1

Each line ends with the natural charge from an NBO analysis.
Atoms and positions in Å:
P: -1.959 -0.865 0.296  -0.02
P: -0.377 -0.043 -0.987  0.62
O: 2.620 -0.213 -0.269  -0.51
O: -0.058 1.210 0.008  -1.04
C: 1.997 -0.579 0.688  0.26
H: 1.652 -1.628 0.806  0.13
H: -1.388 0.590 -2.011  -0.07
H: 0.857 1.754 -0.043  0.53
H: -2.882 -0.822 -0.646  -0.02
H: 1.770 0.168 1.534  0.12
H: -2.232 0.428 0.624  0.00


(14)
The following is a quantum chemistry calculation of 2 unconnected molecules or ions with the total composition CH6O3P2 at a distorted geometry, from OMol25.

Results
Energy relative to the best compared isomer or geometry (same formula, charge and spin) = 1.5510 eV
Spin multiplicity = 1

Each line ends with the natural charge from an NBO analysis.
Atoms and positions in Å:
P: 1.154 -0.172 -0.662  0.65
P: -0.862 0.744 -0.663  0.97
O: 1.851 1.019 0.146  -1.02
O: -1.664 -0.686 -1.116  -1.04
O: -0.590 1.634 -2.079  -0.98
C: 0.326 -1.310 1.809  -0.62
H: -0.508 -0.771 2.009  0.18
H: -1.299 2.232 -2.148  0.49
H: 1.205 -0.851 2.094  0.19
H: 0.336 -2.251 1.439  0.18
H: 1.749 1.886 -0.286  0.50
H: -1.699 -1.474 -0.544  0.51


(15)
The following is a quantum chemistry calculation of a single CH6OP2 molecule at a distorted geometry, from OMol25.

Results
Energy relative to the best compared isomer or geometry (same formula, charge and spin) = 1.8573 eV
SMILES = C[PH2]=[PH]=O
Spin multiplicity = 1

Each line ends with the natural charge from an NBO analysis.
Atoms and positions in Å:
P: 0.055 0.254 -0.085  0.32
P: -2.388 0.931 -0.541  1.08
O: -3.096 -0.094 0.191  -1.04
C: 1.674 -0.529 0.098  -0.96
H: 1.642 -1.585 0.586  0.25
H: 2.346 -0.616 -0.808  0.25
H: -2.163 0.405 -1.829  -0.17
H: -0.542 -0.436 0.980  0.02
H: 0.352 1.543 0.536  0.00
H: 2.120 0.128 0.872  0.24


(16)
The following is a quantum chemistry calculation of 2 unconnected molecules or ions with the total composition CH6OSi at a distorted geometry, from OMol25.

Results
Energy relative to the best compared isomer or geometry (same formula, charge and spin) = 3.8205 eV
Spin multiplicity = 1

Each line ends with the natural charge from an NBO analysis.
Atoms and positions in Å:
Si: 1.513 0.011 0.179  1.19
O: -0.108 -0.645 0.247  -0.87
C: -1.318 -0.338 -0.175  -0.03
H: -1.637 -0.478 -1.261  0.17
H: -1.838 1.378 0.041  -0.10
H: 1.968 -0.227 1.576  -0.16
H: -2.081 -0.534 0.501  0.17
H: 1.404 1.401 0.028  -0.20
H: 2.097 -0.569 -1.136  -0.16


(17)
The following is a quantum chemistry calculation of 2 unconnected molecules or ions with the total composition CH6P2S at a distorted geometry, from OMol25.

Results
Energy relative to the best compared isomer or geometry (same formula, charge and spin) = 2.7641 eV
Spin multiplicity = 1

Each line ends with the natural charge from an NBO analysis.
Atoms and positions in Å:
S: 1.417 -0.790 0.743  -0.34
P: 2.100 0.944 -0.109  0.20
P: 0.104 -1.608 -0.672  0.21
C: -2.086 0.412 -0.372  -0.51
H: -2.467 0.153 -1.298  0.17
H: 1.622 1.545 0.999  -0.02
H: -0.320 -2.466 0.341  -0.05
H: 3.548 0.703 0.215  0.01
H: -1.243 1.006 -0.262  0.17
H: -2.675 0.101 0.414  0.17


(18)
The following is a quantum chemistry calculation of a single CH6P2S molecule at a distorted geometry, from OMol25.

Results
Energy relative to the best compared isomer or geometry (same formula, charge and spin) = 0.5649 eV
SMILES = PCPS
Spin multiplicity = 1

Each line ends with the natural charge from an NBO analysis.
Atoms and positions in Å:
S: 2.201 -0.988 0.151  -0.32
P: 1.037 0.581 -0.658  0.49
P: -1.594 -0.873 -0.426  0.30
C: -0.506 0.510 0.405  -0.94
H: -2.007 -0.019 -1.456  -0.03
H: 1.590 -0.990 1.486  0.15
H: -0.415 0.224 1.478  0.23
H: 1.544 1.665 -0.055  -0.07
H: -0.682 -1.420 -1.192  -0.04
H: -1.168 1.310 0.267  0.24


(19)
The following is a quantum chemistry calculation of 2 unconnected molecules or ions with the total composition CH6S2 at a distorted geometry, from OMol25.

Results
Energy relative to the best compared isomer or geometry (same formula, charge and spin) = 0.6726 eV
SMILES = CS.S
Spin multiplicity = 1

Each line ends with the natural charge from an NBO analysis.
Atoms and positions in Å:
S: 1.632 -1.401 0.557  0.01
S: -2.106 2.007 -1.586  -0.29
C: 1.159 -1.387 2.187  -0.80
H: -1.253 2.990 -1.527  0.14
H: -1.919 1.488 -2.820  0.15
H: 2.203 -1.463 2.665  0.23
H: 0.525 -0.556 2.516  0.22
H: 0.662 -2.339 2.556  0.22
H: 0.416 -1.484 -0.052  0.11


(20)
The following is a quantum chemistry calculation of a single CH6S2Si molecule at a distorted geometry, from OMol25.

Results
Energy relative to the best compared isomer or geometry (same formula, charge and spin) = 0.7567 eV
SMILES = SC[SiH2]S
Spin multiplicity = 1

Each line ends with the natural charge from an NBO analysis.
Atoms and positions in Å:
S: -1.964 0.205 -0.237  0.00
S: 2.622 0.235 -0.190  -0.43
Si: 1.026 -1.247 0.482  0.91
C: -1.043 -1.064 0.547  -0.92
H: 2.468 0.410 -1.524  0.16
H: -1.113 -0.975 1.628  0.23
H: -1.449 -1.979 0.312  0.23
H: 1.603 -1.331 1.831  -0.16
H: -1.789 1.206 0.751  0.13
H: 0.909 -2.670 -0.305  -0.15